[1]
40
Properties=species:S:1:pos:R:3:mulliken_charge:R:1 method="wB97M-V/def2-TZVPD" orbital_gap_ev=9.36 smiles="CC(=O)c1ccc(OC[C@H](O)Cn2nnc3ccccc32)cc1" de_lowest_kcal_mol=51.5 e_homo_ha=-0.327
C -5.44802 -0.57262 0.03790 -1.404
C -4.02375 -1.05971 -0.08233 0.957
O -3.75269 -2.24041 -0.04817 -0.610
C -2.97115 -0.02996 -0.24687 -0.010
C -1.67168 -0.45990 -0.51276 -0.798
C -0.63290 0.43330 -0.67104 0.074
C -0.87144 1.80050 -0.55424 0.571
O 0.06319 2.78243 -0.67353 -0.446
C 1.42811 2.43576 -0.78713 -0.978
C 2.00710 2.00477 0.57296 0.818
O 2.27077 3.11526 1.39337 -0.608
C 3.32964 1.23853 0.40232 -1.271
N 3.11275 -0.01724 -0.24521 0.792
N 3.36299 -0.18597 -1.55399 -0.643
N 2.97997 -1.32862 -1.94134 -0.536
C 2.42508 -1.99232 -0.88701 0.671
C 1.82999 -3.24966 -0.78293 -0.840
C 1.32776 -3.60327 0.44622 -0.494
C 1.41317 -2.75061 1.55733 -0.634
C 2.00038 -1.50867 1.48183 -0.645
C 2.50179 -1.13585 0.24013 0.752
C -2.17305 2.24083 -0.29537 -1.001
C -3.20598 1.34327 -0.14939 -0.389
H -5.56435 0.01338 0.94717 0.358
H -5.70782 0.04956 -0.81522 0.384
H -6.11586 -1.42917 0.07983 0.348
H -1.48771 -1.52082 -0.59463 0.534
H 0.34893 0.04946 -0.89166 0.414
H 1.58626 1.66397 -1.54733 0.449
H 1.93036 3.35046 -1.11432 0.347
H 1.27442 1.34208 1.06697 0.244
H 1.49776 3.69226 1.38493 0.373
H 3.77053 1.08527 1.39077 0.449
H 4.01727 1.82273 -0.21191 0.328
H 1.76971 -3.89984 -1.63995 0.449
H 0.85007 -4.56322 0.57010 0.400
H 1.00127 -3.08289 2.49820 0.387
H 2.06722 -0.85617 2.33878 0.432
H -2.34415 3.30309 -0.21577 0.421
H -4.19593 1.71999 0.05328 0.354


[2]
42
Properties=species:S:1:pos:R:3:mulliken_charge:R:1 method="wB97M-V/def2-TZVPD" orbital_gap_ev=8.70 smiles="O=S(=O)(NCCc1cn2ccccc2n1)c1ccc2c(c1)OCCO2" de_lowest_kcal_mol=62.3 e_homo_ha=-0.296
O 3.40509 0.29490 1.66306 -0.655
S 2.94983 1.23034 0.67505 1.352
O 3.31079 2.61076 0.81238 -0.686
N 3.54785 0.73656 -0.78098 -0.229
C 3.86324 -0.64012 -1.05694 -0.929
C 2.75742 -1.41592 -1.77744 -0.685
C 1.51561 -1.55618 -0.96612 0.791
C 1.39434 -1.78832 0.38857 -0.870
N 0.06183 -1.86217 0.63967 0.398
C -0.62791 -2.05922 1.78534 -0.108
C -1.98825 -2.09648 1.75049 -0.784
C -2.67546 -1.93026 0.53068 -0.054
C -1.98144 -1.72225 -0.62892 -0.941
C -0.58253 -1.67585 -0.58532 0.355
N 0.29885 -1.48726 -1.54983 -0.799
C 1.15442 1.20428 0.63860 0.837
C 0.50742 1.00271 1.84404 -0.868
C -0.86990 1.08719 1.90321 -0.591
C -1.60053 1.39555 0.76058 0.320
C -0.93238 1.64839 -0.44530 0.101
C 0.45257 1.54180 -0.49803 -0.672
O -1.59904 2.02321 -1.57639 -0.479
C -2.91728 2.46333 -1.32822 -0.552
C -3.62598 1.49471 -0.38464 -0.286
O -2.96174 1.45063 0.86108 -0.478
H 3.29182 1.31345 -1.56263 0.272
H 4.07590 -1.08409 -0.08405 0.371
H 4.77733 -0.66895 -1.66015 0.392
H 3.14065 -2.41105 -2.02154 0.322
H 2.49459 -0.92400 -2.71615 0.338
H 2.13023 -1.86964 1.16047 0.461
H -0.05084 -2.18468 2.68857 0.437
H -2.54209 -2.25599 2.66079 0.436
H -3.75362 -1.97277 0.52588 0.426
H -2.46340 -1.60298 -1.58567 0.513
H 1.09704 0.77111 2.71560 0.566
H -1.40742 0.92400 2.82313 0.469
H 0.94596 1.73240 -1.43616 0.361
H -2.89707 3.46342 -0.87432 0.298
H -3.41510 2.50946 -2.29748 0.367
H -3.63320 0.49376 -0.83402 0.100
H -4.64761 1.81623 -0.17691 0.384


[3]
43
Properties=species:S:1:pos:R:3:mulliken_charge:R:1 method="wB97M-V/def2-TZVPD" orbital_gap_ev=8.28 smiles="Cn1c(=O)c2sccc2n2c(CCCC(=O)NCc3ccco3)nnc12" de_lowest_kcal_mol=2.4 e_homo_ha=-0.311
C -3.23484 -3.11248 -1.49433 -1.125
N -3.17645 -1.84209 -0.80136 -0.082
C -4.34408 -1.24931 -0.34074 0.611
O -5.43040 -1.76477 -0.49495 -0.694
C -4.10937 0.02427 0.31619 0.149
S -5.37558 1.00839 0.94588 -0.159
C -4.23546 2.19018 1.43828 -0.473
C -2.94652 1.86414 1.14614 -0.934
C -2.86929 0.61058 0.50173 0.942
N -1.77284 -0.08019 0.03587 0.203
C -0.40544 0.09883 0.01075 0.386
C 0.34120 1.24989 0.57058 -0.330
C 0.43942 2.40927 -0.43444 -0.743
C 1.14859 2.00243 -1.73032 -0.740
C 2.57100 1.54672 -1.42411 0.444
O 3.48318 2.33118 -1.25660 -0.681
N 2.71435 0.20663 -1.36441 -0.137
C 3.93890 -0.39836 -0.87397 -1.104
C 3.76408 -0.84897 0.53965 0.625
C 3.73577 -0.14493 1.70921 -0.384
C 3.43557 -1.08222 2.72755 -0.452
C 3.30060 -2.28117 2.09963 -0.579
O 3.49397 -2.14896 0.77859 -0.385
N 0.14144 -0.90006 -0.61717 0.024
N -0.80682 -1.76801 -1.01705 -1.127
C -1.95030 -1.28438 -0.62348 0.401
H -4.27926 -3.41607 -1.53029 0.386
H -2.83353 -3.00187 -2.50107 0.341
H -2.63882 -3.85071 -0.95915 0.340
H -4.57866 3.08176 1.92440 0.493
H -2.10818 2.49414 1.37347 0.337
H -0.13723 1.58996 1.49039 0.644
H 1.34537 0.90376 0.81995 -0.541
H -0.56144 2.77893 -0.67480 0.422
H 1.00068 3.22093 0.03121 0.485
H 0.59924 1.20864 -2.23624 0.364
H 1.20412 2.87191 -2.38640 0.422
H 1.88262 -0.38042 -1.32884 0.402
H 4.19544 -1.25568 -1.50088 0.308
H 4.71879 0.36489 -0.93787 0.453
H 3.92022 0.90390 1.82411 0.569
H 3.33898 -0.88752 3.77608 0.431
H 3.08093 -3.26314 2.46884 0.490


[4]
48
Properties=species:S:1:pos:R:3:mulliken_charge:R:1 method="wB97M-V/def2-TZVPD" orbital_gap_ev="7.68 / 7.54" spin_multiplicity=2 de_lowest_kcal_mol=33.4 e_homo_ha="-0.291 / -0.293"
Ru -0.21154 2.15823 0.27047 0.459
O -4.75646 -1.92453 0.88804 -0.533
C -3.81578 -0.95833 0.84440 1.026
C -2.88810 -0.76780 1.86563 -0.363
C -1.95412 0.23404 1.71604 -0.088
N -1.92908 1.01132 0.64363 -0.253
C -2.80488 0.83339 -0.34100 -0.053
C -3.76859 -0.14607 -0.28917 -0.391
C -2.58603 1.77623 -1.49510 0.464
O -3.33475 1.74112 -2.45287 -0.694
O -1.56423 2.53549 -1.31002 -0.603
C -0.83400 0.51650 2.67582 0.376
O -0.82075 -0.01069 3.77075 -0.714
O 0.03071 1.32631 2.17261 -0.399
H -4.72593 -2.37838 1.73690 0.307
H -2.86606 -1.36926 2.76617 0.486
H -4.46360 -0.26657 -1.10809 0.615
O 1.70389 2.62609 -0.05774 -0.696
N 2.26780 3.30990 0.95299 0.479
C 3.55375 3.04596 1.25234 -0.145
C 4.20111 3.76766 2.21436 -0.780
C 3.50276 4.78274 2.88037 -0.066
C 2.17968 4.99857 2.58439 -0.887
C 1.53879 4.22518 1.60851 0.767
S -0.10383 4.37070 1.16256 -0.269
H 3.98778 2.24026 0.68036 0.449
H 5.23125 3.54065 2.44270 0.400
H 3.99413 5.38350 3.63332 0.382
H 1.59568 5.74695 3.09965 0.392
C -0.31106 -3.39050 -3.33171 -1.510
C 0.46323 -3.93692 -2.13362 0.796
C 1.96959 -3.82455 -2.35277 -1.404
C 0.05119 -3.26695 -0.82132 -1.263
N 0.35894 -1.83948 -0.77526 0.915
C -0.23239 -0.81373 -1.36880 -0.645
N 0.37895 0.30002 -1.00979 -0.082
N 1.35886 -0.09644 -0.16100 0.266
N 1.36115 -1.35917 -0.00504 -0.773
H -0.17455 -4.03741 -4.19790 0.416
H 0.03849 -2.39442 -3.61113 0.341
H -1.38307 -3.33817 -3.12553 0.384
H 0.20301 -4.99189 -2.00872 0.323
H 2.28062 -2.77879 -2.40103 0.276
H 2.25425 -4.30153 -3.29079 0.420
H 2.52487 -4.30355 -1.54495 0.376
H 0.59552 -3.70894 0.01080 0.368
H -1.01868 -3.38472 -0.64724 0.451
H -1.07854 -0.88200 -2.03223 0.677


[5]
39
Properties=species:S:1:pos:R:3:mulliken_charge:R:1 method="wB97M-V/def2-TZVPD" orbital_gap_ev=8.83 smiles="CCOc1cc([C@H]2NC(=O)c3ccccc3O2)ccc1OC" de_lowest_kcal_mol=29.2 e_homo_ha=-0.300
C 3.59757 2.75712 -0.65085 -1.007
C 3.99535 1.84215 0.50423 -0.441
O 3.69339 0.48523 0.25374 -0.492
C 2.40892 0.05257 0.32899 0.730
C 1.32986 0.78736 0.78247 -0.262
C 0.05117 0.23153 0.84078 -0.035
C -1.08878 1.13344 1.29102 -0.433
N -1.47651 2.01684 0.20531 -0.010
C -2.33593 1.64249 -0.78528 0.122
O -2.44931 2.27889 -1.81186 -0.693
C -3.16250 0.47169 -0.42289 0.653
C -4.08339 -0.05513 -1.32172 -0.491
C -4.92067 -1.08449 -0.94027 -0.605
C -4.85443 -1.57987 0.35470 -0.349
C -3.94151 -1.07099 1.25920 -0.502
C -3.07756 -0.05244 0.86992 0.108
O -2.19328 0.42589 1.79051 -0.442
C -0.14060 -1.07361 0.43852 -0.925
C 0.93397 -1.82903 -0.01406 -0.772
C 2.20466 -1.28845 -0.07933 1.000
O 3.31619 -1.94094 -0.50845 -0.441
C 3.18888 -3.27879 -0.92183 -0.949
H 4.09857 2.43677 -1.56051 0.315
H 2.52465 2.72403 -0.82359 0.287
H 3.88944 3.77966 -0.42742 0.372
H 5.08167 1.85528 0.62815 0.359
H 3.53925 2.17616 1.44499 0.338
H 1.46079 1.80728 1.10981 0.473
H -0.74687 1.75718 2.13029 0.439
H -0.86878 2.79645 0.00358 0.266
H -4.12506 0.37286 -2.31164 0.473
H -5.63164 -1.49440 -1.64083 0.406
H -5.51741 -2.37485 0.66221 0.387
H -3.87669 -1.44902 2.26725 0.454
H -1.11831 -1.52682 0.47702 0.303
H 0.75599 -2.84736 -0.31917 0.392
H 2.83245 -3.91998 -0.10887 0.369
H 2.51615 -3.37350 -1.78067 0.367
H 4.19027 -3.59119 -1.21344 0.236